1.
Here is a molecular structure, C55H50I2KN4O4P2S in a non-equilibrium geometry from the Open Molecules 2025 dataset. Energies are from wB97M-V/def2-TZVPD.

XYZ file:
```
119
Properties=species:S:1:pos:R:3:forces:R:3
K 0.346725 -0.569695 0.559295 -0.970 -0.140 -0.681
I 0.376687 3.590898 7.316269 -0.049 -0.130 -0.279
C 0.155970 2.768941 5.379144 0.070 0.195 0.415
C -0.766735 1.766028 5.155607 0.044 -0.009 -0.003
C -0.873346 1.253525 3.877883 -0.232 -0.153 -0.034
I -2.240067 -0.325941 3.583044 0.177 0.110 0.163
C -0.123691 1.706873 2.751709 -0.136 0.132 0.048
O -0.303280 1.239222 1.574908 -0.040 1.968 1.653
C 0.836886 2.723588 3.060992 0.102 -0.011 0.006
C 1.723297 3.365213 1.996099 -0.140 -0.018 -0.012
N 2.123164 2.624296 0.822691 0.177 -0.111 -0.046
C 2.924393 1.443672 1.065518 -0.225 0.108 -0.127
C 3.553558 0.900359 -0.201345 0.177 0.043 -0.040
C 4.338030 -0.252458 -0.122201 0.031 -0.079 0.006
C 4.951603 -0.726415 -1.262942 0.004 0.021 0.057
C 4.772605 -0.038179 -2.455463 -0.005 0.030 -0.052
C 3.970085 1.087089 -2.437097 0.024 -0.099 -0.048
N 3.371030 1.551342 -1.344637 -0.092 0.080 0.102
C 0.955073 3.226787 4.344616 0.021 -0.049 -0.068
H -1.384389 1.380267 5.953987 0.010 0.001 0.009
H 2.637690 3.700050 2.498806 -0.018 0.063 -0.004
H 1.216687 4.268194 1.636340 0.033 -0.015 -0.007
H 1.310835 2.378140 0.271984 -0.036 0.078 -0.034
H 2.377007 0.609575 1.538208 0.199 0.160 0.162
H 3.738426 1.715236 1.746349 -0.041 -0.040 0.071
H 4.439059 -0.772180 0.822312 -0.070 0.004 0.004
H 5.564457 -1.619164 -1.227985 -0.018 -0.013 0.014
H 5.234392 -0.373578 -3.375666 -0.011 0.015 0.002
H 3.790093 1.651614 -3.347529 -0.004 -0.026 -0.016
H 1.689023 4.003301 4.533066 0.009 -0.013 0.011
C -7.685418 1.283897 -3.738345 0.115 -0.299 -0.005
S -7.314539 -0.480380 -3.912293 0.093 0.057 -0.044
C -5.505075 -0.439679 -3.736850 -0.327 0.058 0.120
C -5.031562 -0.037240 -2.348604 0.239 -0.012 0.066
C -3.492363 -0.053647 -2.297501 -0.090 -0.010 -0.076
N -2.865811 -0.088418 -0.973780 0.121 -0.026 0.344
P -2.610734 1.213851 0.156126 -0.842 0.466 -0.675
C -4.197718 2.181074 -0.007663 0.048 -0.142 0.014
C -4.458467 3.234555 -0.884397 0.005 -0.092 -0.001
C -5.695477 3.862710 -0.883911 -0.070 0.036 -0.056
C -6.692889 3.452748 -0.008343 0.003 -0.023 -0.021
C -6.445203 2.409894 0.872784 -0.065 0.002 0.004
C -5.204599 1.790068 0.875110 0.054 -0.048 -0.028
C -1.536455 2.389961 -0.744523 -0.031 -0.016 0.007
C -0.868935 2.112760 -1.926978 -0.043 -0.013 0.079
C -0.067362 3.079427 -2.524696 0.082 0.026 -0.066
C 0.095362 4.316595 -1.927671 0.010 0.013 -0.078
C -0.528713 4.584988 -0.713888 -0.070 0.033 0.030
C -1.337036 3.628914 -0.128692 -0.035 -0.086 -0.009
P -2.583463 -1.553856 -0.122394 -0.525 -0.362 -0.375
C -4.253188 -2.351615 -0.126560 0.100 0.002 0.175
C -4.783678 -3.104512 -1.172187 -0.026 -0.043 0.047
C -6.088503 -3.568883 -1.110215 -0.012 -0.038 -0.044
C -6.877988 -3.292843 -0.001104 -0.010 0.000 0.002
C -6.353865 -2.563140 1.055410 -0.064 0.006 -0.003
C -5.047089 -2.101178 0.991755 0.073 0.011 -0.053
C -1.743287 -2.649967 -1.316331 0.059 0.034 0.010
C -1.745617 -4.017660 -1.028704 0.014 0.016 -0.113
C -0.993251 -4.894534 -1.788970 0.028 -0.022 0.034
C -0.201673 -4.414270 -2.825801 0.036 -0.046 -0.012
C -0.175907 -3.059884 -3.101845 -0.024 0.007 -0.092
C -0.944095 -2.182048 -2.350818 -0.087 0.024 -0.001
H -8.722220 1.416144 -4.041085 0.006 0.065 0.009
H -7.034572 1.859772 -4.396033 -0.055 0.071 0.005
H -7.559541 1.606154 -2.708445 -0.008 0.107 0.036
H -5.112918 0.233952 -4.503829 0.084 -0.057 -0.022
H -5.187415 -1.457853 -3.972457 0.073 0.017 -0.035
H -5.441062 -0.729234 -1.615462 -0.057 0.090 -0.006
H -5.399503 0.956167 -2.110188 -0.055 0.132 0.104
H -3.113760 0.813430 -2.848999 0.032 -0.032 0.004
H -3.154552 -0.952347 -2.827252 0.021 0.095 -0.062
H -3.695793 3.565673 -1.577742 0.057 0.003 0.008
H -5.886765 4.677563 -1.572903 0.022 -0.005 0.007
H -7.655465 3.949960 -0.009490 0.007 -0.005 0.003
H -7.214272 2.091570 1.566259 0.016 -0.013 -0.001
H -4.995519 0.986308 1.574211 -0.035 0.026 0.029
H -0.951002 1.130391 -2.371477 -0.024 0.014 -0.063
H 0.439404 2.852688 -3.454233 0.046 -0.019 0.055
H 0.720767 5.066637 -2.395368 0.031 -0.022 0.033
H -0.375088 5.539679 -0.225167 -0.009 -0.012 0.008
H -1.820387 3.818547 0.824755 0.051 0.092 0.003
H -4.173927 -3.321602 -2.041727 -0.002 -0.005 0.002
H -6.497890 -4.145725 -1.931030 0.012 0.020 -0.009
H -7.899217 -3.651243 0.037282 0.006 0.002 0.009
H -6.962297 -2.355941 1.927272 0.014 0.007 -0.001
H -4.626595 -1.528732 1.812696 -0.033 0.000 0.014
H -2.348806 -4.385154 -0.205835 0.039 -0.062 -0.004
H -0.999925 -5.954161 -1.567588 0.008 -0.008 0.059
H 0.420069 -5.100258 -3.387938 -0.022 0.017 -0.026
H 0.466515 -2.674573 -3.883624 0.026 0.004 0.035
H -0.889336 -1.118679 -2.549362 0.050 -0.019 0.011
N 1.092942 0.176814 -3.549640 -0.026 -0.021 -0.162
C 0.800520 0.085114 -4.658311 0.112 -0.001 0.264
C 0.436937 -0.035051 -6.038118 -0.091 -0.005 -0.304
C 1.374124 0.246331 -7.031319 0.030 0.021 0.047
C 1.019087 0.129756 -8.364181 -0.022 -0.013 -0.008
C -0.265993 -0.266189 -8.709217 0.024 0.001 -0.005
C -1.199775 -0.540473 -7.720191 -0.052 -0.018 -0.047
C -0.855808 -0.426451 -6.384384 0.035 -0.003 0.070
H 2.372401 0.555247 -6.750991 -0.010 -0.011 0.016
H 1.745679 0.348805 -9.135347 0.006 -0.008 0.009
H -0.538208 -0.365339 -9.752096 -0.011 0.019 0.006
H -2.202097 -0.844682 -7.992033 0.006 -0.007 0.019
H -1.576301 -0.642066 -5.605941 0.008 -0.006 0.015
O 0.182894 -4.288064 1.776302 -0.050 0.127 -0.060
C 1.132954 -4.904623 1.017583 0.156 -0.152 0.007
C 1.221363 -6.288846 0.928025 -0.042 -0.051 0.032
C 2.197892 -6.875695 0.134524 0.012 0.012 -0.018
C 3.092867 -6.080219 -0.561435 0.139 0.031 -0.078
C 2.996840 -4.696717 -0.468699 -0.109 -0.019 0.008
C 2.019051 -4.097508 0.307304 -0.110 0.188 0.126
C 1.866418 -2.583502 0.347765 0.509 -0.539 -0.329
O 1.544671 -2.042921 -0.733897 0.852 -1.010 -0.891
O 2.030467 -1.993116 1.432345 0.728 -0.559 0.617
H -0.321768 -4.944452 2.261857 -0.049 -0.098 0.020
H 0.525655 -6.915429 1.478921 -0.031 0.049 -0.004
H 2.254743 -7.954898 0.061580 -0.003 -0.001 0.026
H 3.862250 -6.525999 -1.180294 -0.017 -0.034 0.028
H 3.684113 -4.057152 -1.010054 -0.043 -0.010 -0.063
```
Forces are in eV/Å.

Summary:
Energy above the lowest of the compared OMol25 structures with the same formula, charge and spin: 2.1503 eV
Calculated total energy: -133939.8329 eV
Total charge: -1
Highest occupied orbital energy: -0.1604 Eh

---

2.
Here is a molecular structure, C55H54BiN3O8S4 from the Open Molecules 2025 dataset. Energies are from wB97M-V/def2-TZVPD.

XYZ file:
```
125
Properties=species:S:1:pos:R:3:forces:R:3
Bi -1.101166 -0.531030 -1.613791 0.073 -0.385 0.305
C 0.842136 -0.279310 -5.891899 -0.016 0.010 0.035
C 0.590913 -0.575329 -4.436482 -0.128 0.051 -0.161
N -0.558856 -0.302831 -3.899383 -0.174 0.070 0.014
N -1.493988 0.276992 -4.744388 -0.035 0.160 -0.137
C -2.696950 0.371059 -4.313158 0.244 -0.173 0.084
S -3.359892 -0.187195 -2.802761 -0.044 -0.049 -0.432
S -3.844338 1.071964 -5.482703 -0.147 -0.107 -0.032
C -4.541337 -0.535418 -6.058248 0.237 0.132 0.064
C -3.503987 -1.350725 -6.776570 -0.009 0.034 0.035
C -2.817587 -2.354842 -6.101452 -0.039 -0.058 -0.007
C -1.788398 -3.049047 -6.726274 -0.005 0.016 0.030
C -1.439560 -2.745752 -8.033824 0.020 0.036 -0.015
C -2.123942 -1.745825 -8.717319 -0.012 0.000 0.042
C -3.149069 -1.054339 -8.090761 -0.034 -0.022 0.019
C 1.666840 -1.178446 -3.656647 0.033 -0.121 0.041
C 2.997103 -0.952296 -4.063521 -0.052 0.090 0.031
C 4.061527 -1.559189 -3.443225 0.079 -0.057 0.091
C 3.806239 -2.505355 -2.437129 -0.046 0.037 -0.090
C 2.521043 -2.771784 -2.041402 -0.031 -0.020 0.070
C 1.413965 -2.067270 -2.572794 0.064 0.081 -0.174
O 0.230324 -2.286925 -2.076642 -0.090 0.137 -0.018
H -0.093614 -0.233099 -6.437200 -0.003 0.001 -0.016
H 1.489568 -1.038573 -6.325031 0.052 0.034 0.049
H 1.331687 0.695928 -5.987039 -0.013 -0.048 -0.002
H -5.377234 -0.259070 -6.699591 -0.007 -0.032 0.001
H -4.910470 -1.046719 -5.171130 -0.117 -0.059 -0.079
H -3.090863 -2.594878 -5.078267 0.051 0.048 -0.020
H -1.252929 -3.819125 -6.183607 -0.034 0.007 -0.017
H -0.635705 -3.283963 -8.521800 -0.022 0.015 0.016
H -1.850128 -1.499892 -9.735874 -0.027 -0.024 0.002
H -3.682192 -0.269371 -8.617698 0.070 -0.008 0.010
H 3.188975 -0.254014 -4.870247 -0.022 -0.035 0.019
H 5.076892 -1.327461 -3.736961 -0.031 -0.030 -0.030
H 4.628964 -3.025004 -1.961233 0.003 0.004 -0.006
H 2.308960 -3.495669 -1.265735 0.015 0.051 -0.016
C -4.036522 3.650730 5.473107 0.087 -0.029 -0.045
C -2.998904 3.113088 4.521535 -0.006 0.010 -0.031
C -2.450990 3.912121 3.520787 -0.018 -0.033 0.038
C -1.535972 3.395102 2.613167 0.047 0.155 -0.016
C -1.155120 2.072273 2.715132 -0.129 -0.180 -0.056
C -1.682430 1.255687 3.705977 0.012 -0.050 -0.001
C -2.591933 1.782112 4.607506 -0.008 0.003 0.046
S -0.110040 1.353960 1.438662 0.057 0.609 0.391
O -0.169044 2.278359 0.270731 -0.155 -0.122 0.068
C 1.483819 1.773323 2.205181 0.100 -0.105 0.013
C 2.149919 2.875275 1.625273 -0.100 0.038 -0.054
C 3.367867 3.262440 2.082744 0.066 0.055 0.061
C 4.027905 2.521013 3.092384 -0.050 -0.072 0.027
C 5.317327 2.884547 3.552625 0.011 0.012 -0.015
C 5.970027 2.123046 4.476679 0.026 -0.048 0.012
C 5.366380 0.946203 4.970898 -0.003 0.046 0.005
C 4.109041 0.591977 4.572934 -0.042 -0.003 0.010
C 3.388141 1.383387 3.639342 0.022 -0.051 -0.048
C 2.055299 1.045853 3.216448 -0.020 -0.059 0.030
C 1.367903 -0.038072 3.996642 0.031 -0.045 -0.142
C 1.056213 0.234985 5.369544 -0.024 -0.057 -0.053
C 1.092929 1.551212 5.898250 0.038 -0.012 0.003
C 0.799295 1.782172 7.211278 0.039 -0.014 0.004
C 0.472563 0.710351 8.071585 -0.028 0.035 0.018
C 0.406582 -0.562305 7.585713 -0.035 -0.061 -0.038
C 0.672032 -0.828932 6.218717 0.047 0.091 -0.008
C 0.570057 -2.136889 5.683992 -0.009 -0.017 0.093
C 0.770900 -2.366652 4.359008 0.003 0.007 -0.109
C 1.154904 -1.306678 3.501633 -0.015 0.255 -0.041
S 1.393539 -1.519255 1.714181 0.317 -0.481 0.482
O 2.839963 -1.844282 1.484753 -0.101 0.050 -0.070
C 0.473816 -3.038643 1.524673 -0.155 0.129 -0.060
C -0.897246 -3.040491 1.745167 0.012 0.006 0.040
C -1.612945 -4.203912 1.524110 0.030 -0.031 0.040
C -0.986690 -5.347747 1.031682 0.007 -0.039 0.030
C -1.789646 -6.576975 0.696553 0.060 0.079 0.017
C 0.389420 -5.318101 0.821445 -0.057 0.013 -0.031
C 1.125671 -4.169391 1.074466 0.091 -0.070 0.046
H -4.256814 4.697699 5.266727 0.011 -0.015 0.024
H -3.697627 3.565763 6.507566 -0.018 0.021 -0.015
H -4.965825 3.084992 5.384221 0.007 0.017 0.013
H -2.762436 4.948021 3.437406 0.019 -0.038 -0.001
H -1.132094 4.004540 1.811529 -0.050 -0.053 0.020
H -1.392475 0.211199 3.770580 -0.078 0.057 -0.045
H -3.014316 1.143934 5.377953 0.038 0.026 -0.048
H 1.651508 3.404343 0.824174 0.009 -0.043 -0.002
H 3.860210 4.134494 1.665304 -0.012 -0.050 0.004
H 5.779272 3.778966 3.149443 -0.015 -0.036 -0.011
H 6.957399 2.406500 4.821201 -0.036 -0.012 -0.024
H 5.906877 0.318219 5.668507 -0.025 0.027 -0.007
H 3.666962 -0.319288 4.955361 -0.012 0.040 -0.004
H 1.338259 2.377025 5.242477 0.023 -0.014 0.013
H 0.827107 2.792271 7.600455 -0.018 -0.019 -0.014
H 0.264290 0.905196 9.116875 0.011 -0.006 -0.040
H 0.146850 -1.392300 8.234097 -0.012 0.048 -0.024
H 0.314423 -2.956174 6.347087 -0.012 0.032 -0.030
H 0.655998 -3.365009 3.961578 0.005 0.007 -0.031
H -1.403864 -2.146320 2.099739 0.001 -0.035 -0.054
H -2.680302 -4.221234 1.719425 0.065 0.029 -0.026
H -2.727357 -6.598592 1.251609 0.016 -0.020 -0.003
H -1.230905 -7.487211 0.916521 -0.025 0.009 -0.003
H -2.032013 -6.584346 -0.368635 -0.007 -0.011 0.009
H 0.887719 -6.202996 0.440046 0.003 0.030 0.044
H 2.199933 -4.136002 0.938362 -0.030 0.000 -0.034
O 2.694700 0.193098 -0.505649 -0.013 0.112 0.043
H 2.963473 -0.458938 0.170576 0.103 0.026 -0.237
H 3.174362 -0.062180 -1.303362 -0.040 -0.077 0.057
O -2.642893 0.776127 0.263691 -0.057 -0.026 -0.110
H -3.289750 0.033073 0.272269 0.015 0.024 0.007
H -2.925719 1.421161 -0.399635 -0.017 -0.011 0.098
O -3.832559 -1.613543 0.217481 0.188 -0.291 -0.234
C -3.295756 -2.518928 -0.432119 0.008 0.212 -0.022
O -2.231499 -2.462709 -1.141000 -0.121 0.239 0.298
H -3.755023 -3.521517 -0.423800 -0.054 0.006 -0.016
C 1.246754 2.476067 -2.521386 -0.186 0.017 -0.036
N 0.237179 3.464679 -2.920227 0.143 -0.010 0.053
C 0.687007 4.752555 -3.440887 -0.127 -0.084 0.031
C -1.061415 3.167958 -2.722833 0.024 0.012 0.010
C -2.117868 4.206982 -3.013662 0.067 0.012 0.024
O -1.428896 2.070784 -2.298174 0.197 0.034 0.019
H 2.223233 2.953238 -2.497518 -0.011 0.013 -0.007
H 1.275594 1.642480 -3.223573 0.044 0.019 -0.059
H 1.022955 2.088144 -1.530990 0.005 0.014 0.014
H 1.755304 4.699752 -3.622910 0.040 -0.034 0.013
H 0.502419 5.564629 -2.734863 0.001 0.007 0.007
H 0.206313 4.992834 -4.388002 -0.004 -0.002 -0.020
H -1.768322 5.070609 -3.570436 -0.035 0.001 -0.001
H -2.522845 4.544922 -2.057561 0.020 -0.009 -0.019
H -2.924486 3.717949 -3.557755 0.000 0.000 0.004
```
Forces are in eV/Å.

Summary:
Energy above the lowest of the compared OMol25 structures with the same formula, charge and spin: 0.4458 eV
Calculated total energy: -127944.3771 eV
Highest occupied orbital energy: -0.2783 Eh